C20H22FN3O5 | ωB97M-V/def2-TZVPD

* energy: -1415.00291 Ha
* energy above the lowest of the compared OMol25 structures with the same formula, charge and spin: 20.625 eV
* multiplicity: 1
* net charge: 0

```
51
Properties=species:S:1:pos:R:3:forces:R:3:mulliken_charge:R:1
C 3.10768 -3.72805 3.71633 4.4 1.2 -2.0 -1.2095
N 2.49402 -3.35723 2.40136 4.8 -5.5 -0.1 0.0300
C 1.56601 -2.42338 2.18015 8.1 -1.4 18.1 0.3314
N 1.22660 -1.77090 3.40982 3.9 -1.4 2.9 -0.4141
H 1.80612 -1.75213 4.42686 -2.0 -0.4 -4.6 0.2367
H 0.49846 -1.15009 3.31872 -1.5 1.6 0.3 0.2232
C 0.87902 -2.39481 1.23740 -8.5 2.9 -17.6 -0.2117
C 1.48910 -3.05870 -0.07073 -6.3 2.9 2.7 0.7450
O 1.00097 -3.02322 -1.17506 0.4 1.0 -0.3 -0.6419
N 2.34268 -4.00592 0.22054 3.5 -2.7 -0.7 0.2311
C 3.03179 -4.40685 1.22637 2.6 2.6 9.8 0.5566
O 3.99901 -5.18162 1.48000 -4.4 2.8 -1.8 -0.6035
C 2.84452 -4.76609 -0.75190 -2.0 -6.5 -9.8 -1.3367
H 3.82706 -4.79215 -1.18029 0.9 1.5 0.6 0.4220
H 2.73349 -5.88919 -0.63632 -0.1 1.1 1.0 0.3896
H 2.12710 -4.73508 -1.71833 1.7 0.5 2.1 0.2278
C -0.04705 -1.15003 1.08694 4.8 -7.4 -10.6 0.6179
O -0.43834 -0.61101 1.97297 -4.6 5.8 7.0 -0.5678
C -0.41810 -0.77266 -0.58534 0.0 -9.3 3.6 -0.6811
H -1.16265 -1.73268 -0.87307 2.8 2.0 0.3 0.2770
H 0.51350 -0.69999 -1.09006 0.3 0.5 -0.9 0.4968
O -1.28310 0.12684 -0.42051 -3.3 8.9 -0.5 -0.2181
C -0.57844 1.36602 -0.15859 -6.1 1.1 -0.4 -0.1987
O 0.53296 1.33046 0.04678 7.7 -0.8 1.2 -0.5241
C -1.24656 2.70959 -0.12044 -6.4 -1.0 3.8 2.0795
C -1.74233 3.09488 -1.45742 2.7 -0.4 2.4 -0.0692
C -2.93148 2.79902 -1.90334 0.4 0.9 -7.7 -0.3052
C -3.03341 3.05544 -3.56049 -10.7 -7.7 12.9 -0.7582
C -2.11336 3.61151 -3.99169 10.0 7.9 -7.4 0.2919
C -0.93786 4.02119 -3.40941 4.7 1.8 -3.2 -0.3683
C -0.63596 3.66075 -2.21361 1.1 0.4 5.0 -0.5803
H 0.36043 3.92743 -1.57980 -2.5 -0.7 -2.0 0.2327
H -0.09209 4.50939 -4.03107 -1.9 -0.7 0.7 0.2703
F -2.21070 4.09997 -5.23159 0.1 0.6 -2.5 -0.3463
H -3.98730 2.83365 -3.84344 -1.9 -0.4 -1.6 0.6095
H -3.70407 2.14534 -1.75537 -1.6 -1.2 2.0 0.4089
C -0.67019 3.86701 0.85069 -18.2 5.7 -1.3 -2.2844
H 0.03873 3.42070 0.92196 17.1 -6.5 1.9 1.5290
C -1.45531 3.68019 2.23196 2.4 -3.1 1.0 -1.0507
H -2.13432 4.38351 2.32188 -3.1 4.2 0.1 0.5321
C -2.45171 2.42868 2.32901 10.1 -3.1 -0.8 -0.3692
H -1.74062 1.31845 2.52025 -1.7 3.2 -0.1 -0.1875
H -3.06757 2.36980 3.08255 -3.7 0.4 3.7 0.9348
C -2.76865 2.29253 0.99526 2.4 -0.5 -4.8 -2.0786
H -3.40012 2.96450 0.63133 -2.6 3.8 -1.4 0.7793
H -3.19253 1.45088 0.60975 -0.7 -3.1 -0.6 0.8010
H -0.81246 3.83764 3.12989 -0.1 -0.5 -0.7 0.3865
H -1.07450 4.86920 0.48413 2.1 -1.3 0.0 0.2940
H 4.01227 -4.49206 3.48248 -2.5 1.6 0.3 0.2808
H 2.50213 -4.18555 4.47319 -0.7 0.3 0.3 0.3400
H 3.77922 -2.81009 4.01712 -1.7 -1.6 0.3 0.4495
```
Positions in Å, forces in eV/Å.